ORCA calculation (the ωB97M-V functional and the def2-TZVPD basis) on C36H39AlBe2BrF6KN2NaO10SSi as an isolated structure.

Positions of all 101 atoms, in Å:
C (-4.47509, 1.59841, 3.56098)
C (-3.39410, 1.14164, 2.58018)
C (-2.09483, 0.90332, 2.94415)
C (-1.73232, 1.16495, 4.41295)
C (-1.82032, 2.70318, 4.62693)
O (-1.96330, 3.49599, 3.74517)
Br (-1.68240, 3.41954, 6.45782)
C (-1.09136, 0.43179, 2.00114)
C (0.33457, 0.12967, 2.43244)
C (0.35801, -1.08917, 3.39782)
O (1.68253, -1.46951, 3.70712)
Si (1.89306, -2.00501, 5.29732)
C (0.73408, -3.40185, 5.81590)
C (1.79034, -0.63561, 6.59470)
C (3.65485, -2.69689, 5.39014)
C (-1.47309, 0.26271, 0.68794)
C (-0.51520, -0.17978, -0.39950)
O (0.38124, 0.90693, -0.70234)
C (0.05637, 1.60682, -1.81074)
C (-0.15469, 1.05268, -3.08145)
C (-0.43590, 1.82537, -4.16518)
C (-0.51215, 3.23863, -4.07343)
C (-0.30889, 3.78577, -2.79054)
C (-0.03301, 3.00536, -1.68982)
C (-2.80795, 0.50188, 0.28762)
N (-3.32464, 0.39006, -0.95294)
S (-4.87491, 0.81768, -0.85407)
N (-5.04875, 1.15526, 0.74030)
C (-3.82679, 0.95180, 1.21329)
H (-5.40500, 1.06640, 3.32049)
H (-4.58892, 2.68987, 3.53371)
H (-4.19808, 1.28911, 4.57859)
H (-0.67511, 0.93126, 4.60411)
H (-2.37539, 0.62118, 5.11262)
H (0.87629, -0.20554, 1.53788)
H (0.84196, 1.01277, 2.84624)
H (-0.15876, -1.92463, 2.88331)
H (-0.21555, -0.90667, 4.32469)
H (1.23962, -4.00776, 6.58818)
H (0.48862, -4.09709, 4.99537)
H (-0.19511, -3.04736, 6.29772)
H (0.78850, -0.19051, 6.71461)
H (2.56160, 0.11670, 6.36571)
H (2.04896, -1.09120, 7.56564)
H (4.22376, -2.15414, 6.16402)
H (4.16045, -2.57760, 4.41853)
H (3.64898, -3.75562, 5.69227)
H (0.11235, -1.03014, -0.09081)
H (-1.10964, -0.52862, -1.25289)
H (-0.08451, -0.03185, -3.20028)
H (-0.58957, 1.38629, -5.14846)
H (-0.70334, 3.87831, -4.93069)
H (-0.34877, 4.87581, -2.71926)
H (0.12333, 3.52711, -0.74528)
C (-5.34845, -4.45314, 0.78858)
C (-4.83406, -3.15868, 1.36744)
C (-5.91206, -2.09444, 1.41305)
O (-3.73114, -2.67024, 0.56740)
H (-5.70463, -4.30599, -0.24138)
H (-4.52637, -5.20356, 0.75967)
H (-6.16320, -4.85890, 1.38234)
H (-4.44324, -3.33944, 2.36765)
H (-6.27594, -1.86876, 0.40422)
H (-5.50282, -1.17043, 1.82092)
H (-6.75642, -2.40334, 2.02741)
H (-4.08791, -2.49259, -0.32382)
Be (-3.07039, -3.63061, -1.40065)
C (7.57079, -0.03993, 3.20140)
C (7.82454, 0.66343, 1.99182)
C (6.89534, 0.32721, 0.84597)
O (6.93502, 0.89513, -0.22693)
C (5.92514, -0.73457, 1.05805)
C (5.66653, -1.46219, 2.25923)
C (6.52886, -1.04320, 3.44119)
O (6.40281, -1.49832, 4.55366)
O (4.84344, -2.34569, 2.40191)
O (8.70000, 1.48551, 1.83061)
H (8.20372, 0.17925, 4.06647)
H (5.34459, -0.97046, 0.17030)
C (-1.54687, 2.98256, -9.35731)
C (-1.61356, 2.45961, -10.58126)
C (-1.15956, 1.07844, -10.84027)
O (-1.21715, 0.59476, -11.97268)
C (-0.63793, 0.30671, -9.70590)
C (-0.56982, 0.83277, -8.47914)
C (-1.02137, 2.21198, -8.21128)
O (-0.96611, 2.69955, -7.10022)
H (-1.87292, 3.98961, -9.13816)
H (-1.99783, 3.00996, -11.43272)
H (-0.31118, -0.70268, -9.91968)
H (-0.18339, 0.27860, -7.63216)
F (2.30013, -0.58760, -5.22160)
Al (3.57684, 0.24197, -4.39898)
F (4.97214, 0.28319, -5.38465)
F (3.91532, -0.56427, -2.92354)
F (3.05576, 1.84946, -4.06091)
Na (-1.78366, 5.85590, -9.56086)
F (-3.82326, -5.64488, 2.40599)
K (9.48372, 3.67602, 1.52596)
F (9.72781, 1.52838, 4.09198)
Be (-2.59329, 0.95618, -13.45903)

Its charge is +1. The calculation puts the maximum force at 2.28 eV Å⁻¹. The gap between HOMO and LUMO is 1.051 eV. The total energy comes out at -7151.6042 Ha.

ORCA calculation (the ωB97M-V functional and the def2-TZVPD basis) on one molecule with the formula C4H7NO2.

Positions of all 14 atoms, in Å:
C (-0.49305, -1.29905, 0.97088)
N (0.38777, -0.33853, 0.54227)
C (1.57899, -0.90193, -0.23818)
C (0.15930, 1.05346, 0.43424)
C (-0.23969, 1.56368, -1.02530)
O (-0.15214, 0.84085, -2.07148)
O (-1.52310, -0.85017, 1.49052)
H (-0.46688, -2.44686, 0.63589)
H (1.56215, -0.24173, -1.07570)
H (2.58514, -0.61224, 0.15686)
H (1.62772, -1.99912, -0.55437)
H (1.13649, 1.47685, 0.81431)
H (-0.61337, 1.45153, 1.04370)
H (-1.17698, 2.31887, -1.01866)

The energy above the lowest of the compared OMol25 structures with the same formula, charge and spin is 74.2 kcal/mol. The calculation puts the maximum force at 5.68 eV Å⁻¹. Its SMILES is CN(C=O)CC=O. The gap between HOMO and LUMO is 9.261 eV. The total energy comes out at -361.7627 Ha.

ORCA calculation (the ωB97M-V functional and the def2-TZVPD basis) on a 2-piece molecular cluster, C3H3NS2 overall.

Positions of all 9 atoms, in Å:
C (1.81707, -0.32686, 1.89997)
C (-0.29012, -0.25578, -1.16251)
C (-1.48255, 0.38079, -0.63601)
N (1.74733, 0.58944, 1.21607)
S (0.66218, -1.50641, -1.11813)
S (-0.49612, 1.28086, -1.86631)
H (-1.63767, 0.94135, 0.24133)
H (2.07133, -1.14030, 2.56446)
H (-2.39146, 0.03690, -1.13887)

The energy above the lowest of the compared OMol25 structures with the same formula, charge and spin is 37.4 kcal/mol. The calculation puts the maximum force at 2.32 eV Å⁻¹. Its SMILES is S=C1CS1.C#N. The gap between HOMO and LUMO is 8.522 eV. The total energy comes out at -967.1564 Ha.

ORCA calculation (the ωB97M-V functional and the def2-TZVPD basis) on C30H44ClN2O3SbTc as an isolated structure.

Positions of all 82 atoms, in Å:
Tc (1.22681, 2.42640, -0.30844)
C (2.21548, 4.16607, 0.83798)
C (3.45163, 3.97296, 0.19522)
C (4.17245, 2.81591, 0.44036)
C (3.72438, 1.89148, 1.39593)
C (2.54023, 2.10416, 2.08155)
C (1.74554, 3.22808, 1.78928)
H (1.65619, 5.07938, 0.67263)
H (3.81263, 4.70578, -0.51484)
H (5.10879, 2.64734, -0.07472)
H (4.32814, 1.02074, 1.62027)
H (2.21261, 1.40877, 2.84327)
H (0.84521, 3.42701, 2.35572)
C (-2.27541, 5.88492, -0.81394)
C (-3.29400, 5.06321, -0.02858)
C (-3.11557, 3.52450, -0.12796)
C (-4.25615, 2.81864, 0.62398)
C (-4.15849, 1.29440, 0.57993)
C (-3.21620, 3.16436, -1.60692)
O (-4.21349, 3.30195, -2.24886)
N (-2.05107, 2.66701, -2.25929)
C (-0.90125, 2.49207, -1.61391)
O (0.18852, 2.08143, -2.14472)
N (-0.76113, 2.73055, -0.29543)
C (-1.79263, 3.16973, 0.54120)
O (-1.61104, 3.27674, 1.72493)
H (-2.41436, 6.94530, -0.60951)
H (-2.38823, 5.74761, -1.89265)
H (-1.24423, 5.63677, -0.54047)
H (-4.30030, 5.27980, -0.38739)
H (-3.25875, 5.31418, 1.03155)
H (-5.19290, 3.15375, 0.18029)
H (-4.22646, 3.17081, 1.65434)
H (-4.18753, 0.91687, -0.44728)
H (-4.99514, 0.84188, 1.11140)
H (-3.23908, 0.93855, 1.05636)
H (-2.11573, 2.47138, -3.25074)
C (1.58100, -5.34484, 0.06021)
C (0.59169, -4.32155, -0.49879)
C (0.39398, -4.43495, -2.00685)
Sb (1.24849, -2.33073, -0.01165)
C (2.25858, -2.16788, 1.87468)
C (1.39143, -2.82232, 2.94954)
C (3.68520, -2.71405, 1.83432)
C (2.50183, -1.54871, -1.57184)
C (3.61575, -2.55350, -1.87552)
C (3.07520, -0.17121, -1.22283)
H (1.20522, -6.34854, -0.15408)
H (1.70587, -5.26881, 1.14034)
H (2.56244, -5.26198, -0.41032)
H (-0.36479, -4.38274, 0.02304)
H (1.34123, -4.36945, -2.54623)
H (-0.28703, -3.69078, -2.40734)
H (-0.03093, -5.41908, -2.22192)
H (2.27080, -1.08222, 2.01164)
H (1.27038, -3.89443, 2.77764)
H (0.39906, -2.37214, 3.02255)
H (1.87493, -2.70539, 3.92320)
H (3.71318, -3.76844, 1.55140)
H (4.12859, -2.63863, 2.83082)
H (4.32494, -2.15988, 1.14786)
H (1.82745, -1.46854, -2.42648)
H (4.29451, -2.68116, -1.03193)
H (4.20790, -2.19236, -2.72120)
H (3.22625, -3.53339, -2.15194)
H (3.72399, -0.20556, -0.34708)
H (2.29489, 0.59694, -1.05926)
H (3.66329, 0.19769, -2.06690)
Cl (-1.57812, -0.94608, -2.55906)
C (-2.34133, -1.79627, -1.23671)
C (-3.53346, -2.45868, -1.47928)
C (-4.16511, -3.12099, -0.43793)
C (-3.60423, -3.11038, 0.83287)
C (-2.41145, -2.43912, 1.05733)
C (-1.75130, -1.77249, 0.02607)
C (-0.45730, -1.05257, 0.28134)
H (-3.96678, -2.44251, -2.47209)
H (-5.10103, -3.63470, -0.61912)
H (-4.09828, -3.61892, 1.65135)
H (-1.99069, -2.41657, 2.05837)
H (-0.38674, -0.69869, 1.31088)
H (-0.32897, -0.21388, -0.39964)

Its charge is +2. The energy above the lowest of the compared OMol25 structures with the same formula, charge and spin is 0.0 kcal/mol. Its spin multiplicity is 4. The calculation puts the maximum force at 0.66 eV Å⁻¹. Its expectation value of S² is 3.774. The gap between HOMO and LUMO (spin up / spin down) is 8.068 / 7.438 eV. The total energy comes out at -2285.4770 Ha.

ORCA calculation (the ωB97M-V functional and the def2-TZVPD basis) on a 2-piece molecular cluster, C7H17NOS overall.

Positions of all 27 atoms, in Å:
C (-4.00578, -0.84646, -0.36206)
C (2.18719, 1.88205, 1.72178)
C (2.58019, 1.89267, -0.80226)
C (2.04619, -1.10221, -0.59306)
C (-3.15647, -1.98480, 0.20258)
C (1.85799, 1.27810, 0.36969)
C (2.02715, -0.19991, 0.41785)
N (-1.01326, -1.46961, -1.24498)
O (-1.63986, 0.02203, 0.82422)
S (-1.51953, -1.36199, 0.50527)
H (-3.62000, 0.09158, -0.17105)
H (-4.02966, -1.00492, -1.47614)
H (-5.04325, -0.90493, 0.05919)
H (3.22161, 1.97319, 1.99859)
H (1.63029, 2.91129, 1.63185)
H (1.80325, 1.26733, 2.48112)
H (2.26499, 2.94203, -0.90039)
H (2.42125, 1.50372, -1.76790)
H (3.65971, 1.91904, -0.50406)
H (-1.57376, -0.66576, -1.58935)
H (1.70567, -0.71727, -1.54840)
H (2.31047, -2.09618, -0.43460)
H (-3.27661, -2.87527, -0.38384)
H (-3.52890, -2.18309, 1.16820)
H (0.66026, 1.42084, 0.27170)
H (2.18008, -0.56582, 1.43678)
H (-0.14922, -1.12567, -1.31074)

The energy above the lowest of the compared OMol25 structures with the same formula, charge and spin is 79.8 kcal/mol. The calculation puts the maximum force at 6.06 eV Å⁻¹. The gap between HOMO and LUMO is 10.123 eV. The total energy comes out at -804.9846 Ha.

ORCA calculation (the ωB97M-V functional and the def2-TZVPD basis) on C27H31BN11OPtSSe as an isolated structure.

Positions of all 74 atoms, in Å:
Pt (-0.75775, 1.56070, -0.23265)
C (-2.12281, 0.84382, 3.02787)
C (-1.04814, -0.03021, 2.48477)
C (-0.50573, -1.16068, 3.08287)
C (0.47872, -1.59836, 2.22158)
N (0.51944, -0.77932, 1.16895)
N (-0.39390, 0.20762, 1.33023)
B (1.47625, -0.78040, -0.04397)
N (2.23532, 0.55189, -0.00981)
C (3.54286, 0.84293, 0.10925)
C (3.70310, 2.19918, 0.11129)
C (2.41573, 2.71853, -0.00565)
C (2.07549, 4.15539, -0.05231)
N (1.51946, 1.72694, -0.06443)
N (0.57398, -0.81064, -1.32567)
C (0.50483, -1.73966, -2.28017)
C (-0.41975, -1.34264, -3.22805)
C (-0.90026, -0.10530, -2.79934)
C (-1.87663, 0.77978, -3.48800)
N (-0.26659, 0.20137, -1.65109)
N (2.30911, -2.05037, -0.05131)
C (3.62892, -2.33472, -0.21460)
C (3.79131, -3.68940, -0.18019)
C (2.49435, -4.20108, -0.00055)
C (2.10770, -5.64129, 0.10149)
N (1.60216, -3.22542, 0.06445)
H (-2.18097, 0.71906, 4.10685)
H (-3.09712, 0.58599, 2.61431)
H (-1.91631, 1.89337, 2.82383)
H (-0.79027, -1.58965, 4.02805)
H (1.15503, -2.43152, 2.29162)
H (4.29534, 0.09128, 0.21404)
H (4.62310, 2.75136, 0.19003)
H (2.97195, 4.75160, 0.10441)
H (1.35033, 4.42683, 0.71145)
H (1.67536, 4.41282, -1.03004)
H (1.14310, -2.60617, -2.23567)
H (-0.67043, -1.84036, -4.14979)
H (-1.62275, 0.84712, -4.54517)
H (-1.86828, 1.78352, -3.07087)
H (-2.88601, 0.38297, -3.40214)
H (4.38222, -1.59134, -0.37094)
H (4.71279, -4.23756, -0.27623)
H (2.99514, -6.26975, 0.12465)
H (1.51026, -5.95445, -0.75680)
H (1.53622, -5.83359, 1.01021)
Se (-1.44643, 3.65524, -1.11234)
C (-0.76029, 5.30860, -0.40904)
C (-0.13023, 6.22416, -1.23589)
C (0.27881, 7.42167, -0.66787)
N (0.08902, 7.73210, 0.61339)
C (-0.53144, 6.84674, 1.38167)
C (-0.97707, 5.60977, 0.92386)
H (0.02557, 6.03286, -2.28898)
H (0.77825, 8.16757, -1.27486)
H (-0.68052, 7.12602, 2.41837)
H (-1.48584, 4.92753, 1.59106)
S (-2.27319, -2.09202, 0.01106)
C (-1.86727, -3.75180, 0.24140)
N (-1.50330, -4.50074, -0.82351)
C (-1.25622, -5.82256, -0.70350)
C (-1.38096, -6.40647, 0.52190)
C (-1.74645, -5.57403, 1.58517)
N (-1.98270, -4.27727, 1.44636)
H (-1.42407, -4.04815, -1.72802)
H (-0.97580, -6.34878, -1.60491)
H (-1.19734, -7.46092, 0.65947)
H (-1.86381, -5.97511, 2.58526)
C (-3.73150, 2.09778, 0.54367)
C (-2.79838, 1.24702, -0.28917)
O (-3.21729, 0.35957, -0.96482)
H (-4.47990, 1.44396, 0.98985)
H (-4.23522, 2.76783, -0.15798)
H (-3.23230, 2.69922, 1.29170)

Its charge is +2. The energy above the lowest of the compared OMol25 structures with the same formula, charge and spin is 49.9 kcal/mol. Its spin multiplicity is 2. The calculation puts the maximum force at 1.94 eV Å⁻¹. Its expectation value of S² is 0.753. The gap between HOMO and LUMO (spin up / spin down) is 6.106 / 5.523 eV. The total energy comes out at -4668.3118 Ha.

ORCA calculation (the ωB97M-V functional and the def2-TZVPD basis) on C16H41N2O6Ti as an isolated structure.

Positions of all 66 atoms, in Å:
Ti (1.51708, -0.53795, -1.38487)
C (3.37471, -1.63391, -5.16969)
C (3.17718, -0.57281, -4.05152)
C (3.67431, 0.82299, -4.61453)
O (1.84087, -0.49105, -3.73434)
H (2.57336, -1.54506, -5.90320)
H (3.24529, -2.60227, -4.68634)
H (4.28807, -1.56774, -5.76088)
H (3.91770, -0.64886, -3.25531)
H (4.74011, 0.86069, -4.83979)
H (3.50793, 1.57493, -3.84316)
H (3.13152, 1.16073, -5.49738)
C (-3.99441, -0.67952, 0.42507)
O (-3.19417, 0.30309, -0.12521)
C (-2.48334, -0.19925, -1.30872)
C (-1.45442, 0.83466, -1.68610)
N (-0.32243, 0.82220, -0.68753)
C (0.27197, 2.13696, -0.68626)
C (1.68943, 2.19526, -0.07212)
O (2.56855, 1.28489, -0.62291)
C (3.77373, 1.19627, 0.10558)
H (-3.49392, -1.63973, 0.55005)
H (-4.87615, -0.93969, -0.16054)
H (-4.36408, -0.37144, 1.40310)
H (-3.16979, -0.39348, -2.13284)
H (-1.92183, -1.10533, -1.08104)
H (-2.13341, 1.68301, -1.77193)
H (-1.00928, 0.69903, -2.67177)
H (-0.63617, 0.60601, 0.24784)
H (-0.18737, 2.94133, -0.11171)
H (0.27543, 2.48955, -1.71766)
H (1.56760, 1.90362, 0.97105)
H (2.20280, 3.14642, -0.21310)
H (4.39703, 2.08954, 0.14658)
H (4.36510, 0.35970, -0.26662)
H (3.59278, 0.98617, 1.15972)
C (-4.67712, 2.03929, 3.39129)
O (-3.90264, 0.91693, 3.74265)
C (-2.61061, 1.30480, 4.38276)
C (-1.61612, 1.74210, 3.20776)
N (-1.42572, 0.64810, 2.23028)
C (-0.76978, -0.54111, 2.79482)
C (-0.11319, -1.57002, 1.84173)
O (1.05036, -1.24734, 1.15250)
C (2.22465, -1.02372, 1.99339)
H (-4.85192, 2.70027, 4.24019)
H (-5.71172, 1.79557, 3.14981)
H (-4.20792, 2.47997, 2.51165)
H (-2.19857, 0.48404, 4.96985)
H (-2.63008, 2.14939, 5.07151)
H (-0.64569, 1.93603, 3.66468)
H (-2.04758, 2.58147, 2.66242)
H (-2.26622, 0.40254, 1.72691)
H (-1.49629, -1.12470, 3.36026)
H (0.01902, -0.24154, 3.48485)
H (-0.77892, -1.84225, 1.02271)
H (0.15993, -2.42230, 2.46394)
H (2.22832, 0.00019, 2.36712)
H (3.21523, -1.07638, 1.54163)
H (2.25656, -1.79298, 2.76496)
C (0.07469, -4.11709, -0.79748)
O (0.60454, -3.17368, -1.68837)
H (0.28499, -3.98824, 0.26425)
H (-1.01077, -4.02903, -0.84360)
H (0.33831, -5.10975, -1.16249)
H (0.05252, -3.04949, -2.46391)

Its charge is -1. Its spin multiplicity is 5. The calculation puts the maximum force at 3.29 eV Å⁻¹. Its expectation value of S² is 6.003. The gap between HOMO and LUMO (spin up / spin down) is 1.889 / 7.145 eV. The total energy comes out at -2044.3466 Ha.